1.
The following is a quantum chemistry calculation of a 6-piece molecular cluster, C28H52ClN2O14 overall, from OMol25.

Output
Charge: +1
HOMO-LUMO gap, eV: 7.68

Last column: Löwdin charge in e.
Element x y z (Å)
Cl: -0.6743 0.5251 0.0275  0.713
O: -6.1924 1.0146 4.6654  0.093
O: 3.7801 4.0177 -3.2930  0.088
O: 4.5888 -2.2990 -0.9697  0.008
O: 3.3614 -6.6299 -6.1669  0.008
O: 3.4888 -0.5134 -0.2580  0.045
O: 3.7005 4.1130 0.6158  0.122
O: -0.2204 2.5483 1.9432  -0.016
O: -4.4606 2.3967 4.7229  -0.004
O: -3.2763 6.2330 5.1516  0.071
O: 2.6400 -5.7875 -4.2483  0.064
O: -0.2164 -0.8549 -2.8673  0.043
O: -5.3780 5.5345 4.9347  -0.011
O: 2.4905 4.4077 -1.4155  0.047
O: 0.0003 -2.8124 -3.8819  0.013
N: 0.6701 2.7027 0.8840  -0.141
N: 1.2336 1.1462 3.6501  0.235
C: -0.7038 -5.1056 -3.4601  -0.050
C: 2.3687 -7.7455 -8.0905  -0.064
C: 3.8898 2.1096 -1.7604  -0.002
C: 4.4985 -1.8195 1.4364  0.015
C: -5.1925 1.3920 5.2370  -0.527
C: 5.5294 -3.3745 -0.7900  -0.215
C: -6.8005 5.7549 4.9383  -0.215
C: 2.6024 4.1978 -0.0124  -0.293
C: 1.6665 -7.8496 -4.8736  0.012
C: 0.2426 -2.6860 -1.4435  0.000
C: -4.8863 7.9418 4.8636  0.012
C: -4.7099 0.6901 6.4754  0.008
C: 0.5153 1.8692 2.9846  -0.163
C: 4.1764 -1.4806 0.0086  -0.514
C: 0.1446 2.1352 -0.4202  -0.484
C: 4.8383 -4.6187 -0.2706  -0.058
C: 2.6083 -6.6931 -5.0574  -0.506
C: -7.2973 6.1146 3.5531  -0.062
C: -0.4173 3.5440 -2.5828  -0.086
C: 0.4165 -4.1918 -3.9148  -0.230
C: 3.3884 3.5713 -2.1727  -0.350
C: -0.9737 3.0390 -1.1443  -0.208
C: 0.0173 -2.0444 -2.7838  -0.524
C: -2.0829 2.2220 5.2054  -0.064
C: 1.1893 4.1167 0.7966  0.046
C: 3.5192 -7.7098 -7.1052  -0.222
C: -3.3543 3.0243 5.3953  -0.223
C: -4.4552 6.5111 5.0201  -0.507
H: 2.5202 -8.5357 -8.8293  0.086
H: 1.4551 4.4348 1.8797  0.177
H: -4.0608 1.2986 7.1036  0.069
H: 1.3360 -4.3342 -3.3485  0.093
H: 3.8033 1.8597 -0.6497  0.061
H: 0.6544 3.1563 -2.7803  0.068
H: -0.9967 -4.9040 -2.4274  0.069
H: -1.0495 3.1532 -3.4725  0.103
H: -1.5946 -4.9520 -4.0751  0.088
H: 0.4339 4.8828 0.4116  0.161
H: 0.6592 -4.4127 -4.9563  0.122
H: -3.5889 3.2073 6.4459  0.125
H: -1.2358 2.7276 5.6754  0.087
H: 5.5482 -5.4443 -0.1840  0.088
H: 0.8403 -2.0099 -0.8294  0.060
H: -8.3834 6.2316 3.5531  0.087
H: 5.9470 -3.5821 -1.7780  0.129
H: 4.0311 -4.9157 -0.9453  0.082
H: 1.9617 -8.7493 -5.4111  0.072
H: -0.3994 -6.1519 -3.5339  0.066
H: 1.0411 1.8599 -1.0985  0.143
H: -0.7237 -2.8593 -0.9634  0.098
H: 0.7938 -3.6240 -1.4903  0.072
H: 1.4134 -7.9192 -7.5909  0.067
H: 4.7003 -0.8936 1.9775  0.093
H: 1.6460 -8.1177 -3.8160  0.098
H: 4.3841 -4.4505 0.7082  0.068
H: 4.4481 -7.5108 -7.6452  0.126
H: 5.3847 -2.4410 1.5535  0.074
H: 2.2823 -6.7877 -8.6099  0.087
H: 1.4987 2.1079 1.1406  0.187
H: 3.6626 -8.6595 -6.5853  0.116
H: -6.8506 7.0432 3.1915  0.067
H: -1.3189 3.9107 -0.4607  0.122
H: -7.0257 5.3349 2.8369  0.087
H: -5.5744 0.4316 7.0886  0.095
H: -5.9287 8.1197 5.1230  0.072
H: -7.0783 6.4929 5.6940  0.117
H: -4.1807 -0.2209 6.1862  0.098
H: -1.8710 2.0911 4.1398  0.054
H: 3.3904 1.3413 -2.4579  0.118
H: -2.1673 1.2209 5.6337  0.073
H: -7.2544 4.8104 5.2480  0.128
H: 3.6410 -2.3264 1.8852  0.102
H: -3.2329 4.0064 4.9321  0.091
H: 5.0189 2.0667 -2.0188  0.126
H: -1.9438 2.4492 -1.3760  0.122
H: -4.2930 8.5604 5.5386  0.096
H: -4.7132 8.2560 3.8317  0.101
H: 6.3656 -3.0595 -0.1621  0.118
H: -0.3352 4.6998 -2.6143  0.095
H: 0.6660 -7.5501 -5.1949  0.093



2.
The following is a quantum chemistry calculation of C12H19CoO4S5 as an isolated structure, from OMol25.

Output
Spin multiplicity: 2
Charge: +1
Energy above the lowest of the compared OMol25 structures with the same formula, charge and spin, kcal per mole: 1.8
HOMO-LUMO gap (spin up / spin down), eV: 6.51 / 7.64

Last column: Mulliken spin population.
Element x y z (Å)
Co: -0.4175 0.3143 -0.6059  1.004
S: 2.5828 -2.7659 1.1324  -0.001
S: 2.8814 1.4755 0.2692  0.002
S: 3.8371 2.6711 2.8127  -0.001
S: 1.4548 -0.5988 -1.3309  -0.025
S: 3.6334 -0.2805 2.4198  -0.004
O: -1.5719 -0.0090 -2.2059  -0.002
O: -0.0324 0.7326 1.3126  -0.006
O: -1.4864 2.0343 -0.4749  0.012
O: -1.7720 -1.0601 0.2792  0.035
C: -1.5794 2.3751 -1.8720  -0.005
C: -0.3767 2.1061 1.6186  0.003
C: -1.8856 -1.9749 -0.8215  -0.009
C: -2.4190 -1.1719 -1.9891  0.005
C: 2.8461 -1.0299 1.0466  -0.009
C: 2.4483 -0.2042 0.0627  0.012
C: 3.6053 -3.3280 -0.2514  -0.002
C: 3.4686 1.3705 1.9040  0.000
C: -0.6182 -0.2680 2.1852  0.005
C: -2.2817 1.2118 -2.5368  0.003
C: -0.5929 2.8495 0.3165  -0.004
C: -0.9447 -1.5014 1.3722  -0.014
H: -2.5853 -2.7791 -0.5836  0.000
H: -3.3038 1.1364 -2.1642  0.000
H: -2.1576 3.2913 -2.0036  -0.001
H: -1.2900 2.1135 2.2142  0.000
H: 0.4364 2.5633 2.1852  0.000
H: 4.6372 -3.0222 -0.0999  0.000
H: -2.2973 1.3391 -3.6191  0.000
H: -0.5724 2.5192 -2.2763  0.000
H: -2.4309 -1.7743 -2.8970  0.000
H: 0.0924 -0.5083 2.9771  0.000
H: -1.0411 3.8260 0.5059  -0.001
H: -0.0389 -1.9705 0.9770  0.005
H: -0.9028 -2.3998 -1.0435  -0.001
H: -1.5283 0.1444 2.6232  0.000
H: 3.5476 -4.4150 -0.2462  0.000
H: 3.2210 -2.9456 -1.1933  0.001
H: -3.4293 -0.8257 -1.7693  0.000
H: -1.4847 -2.2179 1.9950  0.000
H: 0.3484 2.9769 -0.2250  -0.001



3.
The following is a quantum chemistry calculation of a 3-piece molecular cluster, C3H12N2O3 overall, from OMol25.

Output
Charge: 0
Energy above the lowest of the compared OMol25 structures with the same formula, charge and spin, kcal per mole: 7.5
Structure (SMILES): C[C@@H](N)C(N)=O.O.O
HOMO-LUMO gap, eV: 10.60

Last column: natural (NBO) charge in e.
Element x y z (Å)
O: -2.6725 -1.2542 -0.7119  -0.952
O: -0.1251 -0.9720 -2.1084  -0.649
O: 1.2701 2.2661 2.7543  -0.939
N: -0.4257 0.1652 1.1962  -0.880
N: 0.2120 1.1251 -1.3874  -0.824
C: 0.0414 -0.1949 -1.1760  0.677
C: 0.2381 -0.6961 0.2255  -0.142
C: 1.7298 -0.7931 0.5367  -0.607
H: -1.4013 0.3147 0.9810  0.390
H: -0.1473 -1.7056 0.3276  0.195
H: -2.5398 -2.1916 -0.5208  0.469
H: -0.3228 -0.1625 2.1472  0.378
H: 0.2543 1.4656 -2.3308  0.412
H: 1.9664 -1.4332 1.3801  0.218
H: -2.3740 -1.2211 -1.6306  0.487
H: 2.1011 0.2122 0.7439  0.199
H: 0.1422 1.7166 -0.5735  0.406
H: 2.3361 -1.1161 -0.3127  0.231
H: 0.5050 2.8028 2.5134  0.461
H: 1.2291 1.6473 2.0105  0.470



4.
The following is a quantum chemistry calculation of one molecule with the formula C5H7N, from OMol25.

Output
Charge: 0
Energy above the lowest of the compared OMol25 structures with the same formula, charge and spin, kcal per mole: 51.7
Structure (SMILES): [H]/N=C\CC=C=C
HOMO-LUMO gap, eV: 10.74

Last column: natural (NBO) charge in e.
Element x y z (Å)
N: -2.0943 -0.7836 0.0657  -0.592
C: 0.7745 1.1092 -0.1741  0.091
C: 0.2878 2.3080 -0.0058  -0.477
C: -0.9632 -0.9362 0.6172  0.149
C: 0.3332 -1.3298 -0.0481  -0.495
C: 1.2032 -0.1173 -0.3203  -0.285
H: 0.3336 2.8052 0.9597  0.224
H: 2.2274 -0.2968 -0.6446  0.230
H: 0.1301 -1.8702 -0.9829  0.217
H: -0.1938 2.8377 -0.8231  0.225
H: 0.8862 -2.0189 0.6037  0.226
H: -0.8981 -0.7203 1.6891  0.166
H: -2.0266 -0.9870 -0.9365  0.321